Record 1
The following is a quantum chemistry calculation of one molecule with the formula C7H15N in a non-equilibrium geometry, from OMol25.

Geometry (Å):
N 1.169 0.258 0.145
C -0.189 0.310 -0.214
C 1.922 1.500 0.357
C -0.774 -1.544 1.390
C -0.551 1.337 -1.270
C -2.582 -0.510 -0.009
C -1.111 -0.523 0.328
C 1.998 -0.819 -0.415
H -1.388 1.020 -1.897
H -2.844 -1.409 -0.575
H 1.460 -1.773 -0.441
H 2.896 -0.965 0.194
H 1.315 2.234 0.898
H 2.306 -0.572 -1.437
H 2.813 1.305 0.963
H -3.180 -0.496 0.909
H 2.241 1.937 -0.595
H 0.260 -1.488 1.741
H 0.285 1.497 -1.960
H -0.944 -2.555 1.005
H -1.410 -1.398 2.270
H -2.895 0.362 -0.587
H -0.798 2.294 -0.800

Energy above the lowest of the compared OMol25 structures with the same formula, charge and spin (kcal per mole): 23.0
Multiplicity: 1
Kohn-Sham gap (Eh): 0.316

Record 2
The following is a quantum chemistry calculation of a 11-piece molecular cluster, C44H66O33 overall in a non-equilibrium geometry, from OMol25.

Geometry (Å):
O 3.429 -5.801 3.471
O 1.365 4.543 3.442
O -5.525 3.165 -0.474
O -4.158 0.009 -4.286
O 0.651 5.707 5.171
O 4.742 -5.044 1.830
O -4.776 -0.932 -6.252
O -9.262 0.327 1.847
O 3.520 0.971 0.785
O 2.468 -4.798 -3.897
O -7.361 1.160 2.561
O 3.392 -0.250 -3.168
O 2.106 6.679 3.853
O 1.983 6.036 -3.234
O 3.332 -2.239 3.497
O -0.982 -2.091 -2.654
O 0.938 5.938 -1.264
O 0.313 -4.940 -3.285
O 1.703 -3.325 4.415
O 0.501 -0.863 -1.396
O 1.266 -1.861 2.778
O 1.686 0.465 -4.127
O 2.639 -5.068 1.458
O 2.577 1.692 -2.510
O 0.643 -4.633 -5.367
O 5.264 0.045 -0.396
O -7.302 -0.905 1.855
O -3.983 1.456 -0.201
O 5.537 0.655 1.600
O -1.646 -0.953 -0.805
O 2.577 4.573 -1.755
O -4.787 -2.094 -4.494
O -3.376 3.534 -0.854
C 1.306 2.254 4.164
C 7.418 -0.759 2.291
C -0.719 -1.315 -1.744
C -4.006 4.839 -0.773
C -4.579 -0.294 -2.987
C -4.477 -1.018 -5.130
C 1.955 -0.799 -4.743
C 4.651 -4.255 0.666
C 2.563 0.679 -3.202
C 2.112 4.078 -0.476
C 3.210 -4.509 0.221
C 2.002 -2.387 3.545
C -5.954 0.855 2.483
C -4.273 2.634 -0.473
C -1.135 0.170 -0.170
C -5.908 0.569 -2.609
C 6.846 0.145 1.241
C 2.651 -3.466 5.406
C 1.406 5.734 4.097
C 2.142 -0.486 -6.268
C -0.288 4.691 0.423
C 0.333 4.338 5.385
C -8.049 0.210 2.057
C 3.603 -5.325 2.338
C 1.876 5.601 -2.114
C -1.172 -5.889 -6.264
C 4.683 0.730 0.632
C 3.272 -1.329 -4.109
C 2.342 -3.278 -0.069
C 4.521 -1.650 5.478
C -1.729 0.082 1.351
C 0.348 -0.071 -0.297
C -6.434 5.261 0.390
C 1.254 -4.800 -4.172
C 0.557 3.576 4.071
C -0.704 -4.765 -5.289
C -5.504 4.529 -0.662
C 6.541 -0.594 0.005
C -5.434 1.272 3.899
C -4.745 -1.751 -3.132
C 3.816 -2.812 4.650
C -5.993 -0.675 2.211
C -0.995 -5.122 -3.826
C 1.109 5.048 -0.065
H 3.006 0.163 -6.408
H -5.449 1.565 1.828
H -4.040 -2.209 -2.439
H -0.779 4.102 -0.352
H -0.650 4.196 5.834
H 2.620 -2.435 0.563
H 1.622 3.114 -0.614
H 7.535 -0.147 3.185
H -0.311 3.485 3.419
H 2.429 -2.874 6.294
H -6.337 6.316 0.135
H 2.975 3.976 0.181
H -5.247 -0.833 1.432
H 0.737 0.947 -0.331
H -3.692 5.315 -1.701
H -1.148 -0.625 1.942
H 1.602 5.480 0.806
H -1.707 -4.411 -3.406
H -1.184 -3.796 -5.429
H -1.189 1.114 -0.712
H -0.493 -6.740 -6.313
H -6.315 5.014 1.445
H -6.157 0.465 -1.553
H 2.780 -4.537 5.562
H -0.460 4.103 1.324
H 4.031 -1.408 -4.888
H 5.234 -1.154 4.820
H 4.824 -3.231 0.997
H 2.193 2.360 3.539
H 7.503 1.009 1.139
H -5.864 1.626 -2.872
H -0.805 5.638 0.579
H 1.684 1.750 5.054
H -5.936 0.839 4.764
H 8.446 -0.978 2.004
H -4.350 1.163 3.928
H -5.581 2.350 3.970
H -7.513 5.163 0.266
H 0.741 -0.511 0.620
H 1.067 3.814 5.996
H 2.327 -1.407 -6.822
H -5.700 -2.042 -2.693
H 0.752 1.493 3.614
H -3.721 -0.124 -2.337
H 4.563 -3.589 4.484
H 7.359 -0.476 -0.706
H -6.706 0.237 -3.273
H -1.421 -6.124 -3.774
H 4.872 -2.137 6.388
H -1.561 1.020 1.879
H 1.289 0.008 -6.734
H 3.273 -5.095 -0.696
H 1.005 -1.310 -4.585
H 6.814 -1.598 2.638
H 3.826 -0.901 5.856
H 6.632 -1.622 0.358
H 3.199 -2.303 -3.626
H -5.785 -1.347 3.044
H 1.344 -3.326 0.367
H -3.613 5.390 0.082
H 2.268 -3.074 -1.137
H 5.337 -4.634 -0.092
H -2.105 -6.390 -6.007
H -5.929 4.618 -1.662
H -1.268 -5.318 -7.188
H -2.769 -0.233 1.440

Energy above the lowest of the compared OMol25 structures with the same formula, charge and spin (kcal per mole): 203.9
Multiplicity: 1
Kohn-Sham gap (Eh): 0.359